(1)
A molecular structure, C45H37Br2N7O7P2S2ScSe2, computed with wB97M-V/def2-TZVPD.

The LUMO energy comes out at 1.4 eV. The calculation puts the gap between HOMO and LUMO at 7.39 eV. The net charge is -1. The energy relative to the best compared isomer or geometry (same formula, charge and spin) comes out at 0.9956 eV.

Structure (XYZ):
```
105
Properties=species:S:1:pos:R:3:mulliken_charge:R:1
Sc -0.506 -0.491 0.194 -0.195
C -7.426 0.728 -1.159 -1.336
C -6.144 -0.049 -1.142 1.078
C -5.325 -0.102 -2.274 -0.659
C -4.125 -0.785 -2.262 -0.820
C -3.714 -1.425 -1.093 0.633
C -4.505 -1.392 0.045 -0.351
C -5.715 -0.710 0.007 -1.046
S -2.159 -2.250 -1.091 1.146
O -2.222 -3.486 -1.810 -0.705
O -1.213 -1.237 -1.685 -0.575
N -1.740 -2.275 0.422 0.210
C -0.893 -3.395 0.879 -0.874
C 0.600 -3.125 0.630 0.678
O 1.410 -4.015 0.577 -0.719
O 0.873 -1.837 0.496 -0.190
H -7.970 0.598 -2.096 0.404
H -7.240 1.801 -1.056 0.037
H -8.074 0.433 -0.334 0.369
H -5.642 0.411 -3.175 0.415
H -3.498 -0.809 -3.145 0.487
H -4.165 -1.878 0.947 0.455
H -6.336 -0.681 0.895 0.365
H -1.171 -4.330 0.394 0.486
H -1.036 -3.506 1.953 0.299
Se -1.079 -0.215 7.550 -0.367
P 0.460 0.282 6.210 0.109
C 1.151 1.911 6.613 0.765
C 0.237 2.910 6.955 -0.569
C 0.684 4.127 7.436 -0.834
C 2.047 4.366 7.573 -0.530
C 2.960 3.383 7.226 -0.759
C 2.512 2.153 6.759 0.208
C 1.830 -0.910 6.258 0.463
C 2.554 -1.046 7.442 -0.293
C 3.574 -1.980 7.530 -0.701
C 3.864 -2.801 6.446 -0.549
C 3.128 -2.689 5.275 -0.686
C 2.113 -1.746 5.180 -0.578
C -0.011 0.261 4.458 0.559
C 0.241 0.957 3.269 -1.399
N -0.389 0.249 2.302 1.626
N -0.943 -0.825 2.848 0.164
N -0.739 -0.838 4.134 -1.266
P 1.077 2.458 2.721 0.980
Se 0.756 2.770 0.651 -0.383
C 0.387 3.829 3.671 0.453
C 1.167 4.912 4.055 -0.206
C 0.564 6.040 4.595 -0.732
C -0.811 6.083 4.761 -0.596
C -1.592 4.992 4.395 -0.652
C -0.997 3.870 3.844 -0.494
C 2.848 2.337 3.066 0.590
C 3.702 3.292 2.510 -0.387
C 5.071 3.187 2.698 -0.787
C 5.601 2.115 3.410 -0.832
C 4.758 1.146 3.930 -0.559
C 3.386 1.262 3.756 -0.180
H -0.825 2.708 6.892 0.412
H -0.033 4.890 7.708 0.440
H 2.395 5.318 7.955 0.415
H 4.023 3.559 7.338 0.427
H 3.232 1.380 6.529 0.307
H 2.305 -0.429 8.298 0.448
H 4.137 -2.077 8.451 0.396
H 4.655 -3.538 6.520 0.399
H 3.334 -3.339 4.434 0.504
H 1.541 -1.670 4.263 0.521
H 2.243 4.882 3.940 0.299
H 1.174 6.883 4.893 0.437
H -1.280 6.965 5.180 0.408
H -2.666 5.021 4.528 0.453
H -1.607 3.028 3.539 0.379
H 3.292 4.098 1.913 0.496
H 5.727 3.935 2.271 0.419
H 6.673 2.027 3.536 0.432
H 5.158 0.288 4.458 0.540
H 2.742 0.481 4.130 0.079
Br 1.954 0.163 -1.733 -0.074
C 3.405 0.865 -0.674 -0.262
Br 3.872 -0.224 0.830 -0.040
H 3.079 1.829 -0.305 -0.060
H 4.258 0.917 -1.335 0.519
O -8.231 3.766 -0.687 -0.689
S -8.469 4.168 -2.061 1.250
O -8.972 3.107 -2.919 -0.665
O -9.099 5.457 -2.227 -0.705
C -6.796 4.385 -2.750 -0.026
N -6.661 5.183 -3.814 -0.481
C -5.447 5.266 -4.335 -0.395
C -4.360 4.564 -3.835 -0.740
C -4.610 3.769 -2.729 -0.008
N -5.815 3.691 -2.182 -0.064
C -3.568 2.944 -2.068 1.701
C -2.422 2.517 -2.732 -1.262
C -1.536 1.684 -2.078 -0.780
N -1.712 1.303 -0.813 1.051
C -2.800 1.737 -0.169 -0.658
C -3.755 2.535 -0.758 -0.693
H -5.329 5.921 -5.194 0.407
H -3.383 4.660 -4.284 0.417
H -2.228 2.785 -3.759 0.343
H -0.665 1.294 -2.586 0.354
H -2.911 1.417 0.861 0.645
H -4.650 2.829 -0.223 0.532
```

***

(2)
2 unconnected molecules or ions with the total composition C6H11F5N4O3P, computed with wB97M-V/def2-TZVPD.

The LUMO energy comes out at -4.6 eV. The calculation puts the gap between HOMO and LUMO at 8.58 eV. The net charge is +1.

Structure (XYZ):
```
30
Properties=species:S:1:pos:R:3:mulliken_charge:R:1
N 1.207 -0.166 2.016 -0.639
P 0.783 -1.626 1.690 0.277
N -0.618 -1.640 0.630 -0.313
C -1.235 -0.439 0.627 0.273
N -0.684 0.467 -0.115 0.031
N -2.332 -0.075 1.381 -0.278
C -3.059 -1.128 2.032 0.381
F -3.974 -0.532 2.757 -0.288
F -2.324 -1.826 2.883 -0.293
C -3.811 -2.063 1.053 0.404
F -4.060 -3.177 1.715 -0.251
F -4.921 -1.522 0.696 -0.267
H 2.148 -0.012 1.666 0.332
H 0.441 -2.342 2.851 0.127
H 1.812 -2.298 1.011 0.129
H -1.230 -2.443 0.741 0.352
H -0.145 0.229 -0.933 0.185
H -0.721 1.428 0.203 0.217
H -2.088 0.637 2.073 0.355
H -3.240 -2.342 0.165 0.291
C 2.052 2.718 -2.657 -0.414
C 3.283 2.169 -3.337 0.251
O 3.984 1.567 -2.257 -0.305
C 3.066 1.184 -1.339 0.593
O 3.276 0.433 -0.446 -0.457
O 1.858 1.774 -1.587 -0.294
F 4.040 3.149 -3.866 -0.268
H 2.225 3.709 -2.239 0.278
H 1.185 2.752 -3.312 0.299
H 3.082 1.416 -4.101 0.292
```

***

(3)
A molecular structure, C14H26IrN3OS, computed with wB97M-V/def2-TZVPD.

The LUMO energy (spin up / spin down) comes out at -5.9 / -8.9 eV. As for the multiplicity: 5. As for the expectation value of S²: 6.01. The calculation puts the gap between HOMO and LUMO (spin up / spin down) at 8.69 / 7.19 eV. The net charge is +2. The energy relative to the best compared isomer or geometry (same formula, charge and spin) comes out at 0.0645 eV.

Structure (XYZ):
```
46
Properties=species:S:1:pos:R:3:mulliken_charge:R:1
Ir -0.975 0.088 1.011 1.572
O 0.227 0.137 2.887 -0.587
C 0.769 1.395 3.396 -0.635
C 2.059 1.760 2.690 -0.694
C 1.963 1.712 1.158 -0.333
C 0.883 2.584 0.587 0.807
C 1.082 3.944 0.400 -0.703
C 0.068 4.729 -0.120 -0.378
C -1.146 4.139 -0.452 -0.728
C -1.297 2.792 -0.229 -0.141
N -0.308 2.025 0.282 -0.351
H 0.813 -0.603 3.097 0.327
H 0.909 1.287 4.470 0.378
H -0.025 2.120 3.224 0.361
H 2.856 1.083 3.008 0.405
H 2.353 2.756 3.029 0.409
H 1.792 0.682 0.837 -0.551
H 2.921 2.015 0.735 0.569
H 2.041 4.375 0.654 0.505
H 0.221 5.790 -0.269 0.456
H -1.961 4.712 -0.869 0.445
H -2.227 2.286 -0.455 0.449
C -2.999 -0.310 1.415 -1.213
H -3.552 -0.302 0.472 0.336
H -3.368 0.484 2.067 0.437
H -3.105 -1.280 1.902 0.401
C -2.413 -4.410 -1.324 -1.189
C -2.461 -2.897 -1.207 -0.303
N -1.384 -2.261 -1.985 -0.204
C -0.207 -1.845 -1.547 0.593
S 0.149 -1.815 0.182 -0.405
N 0.729 -1.486 -2.411 -0.232
C 2.121 -1.113 -2.114 0.132
C 3.042 -2.319 -2.076 -1.107
H -3.230 -4.847 -0.752 0.379
H -1.474 -4.802 -0.933 0.282
H -2.523 -4.732 -2.359 0.382
H -2.360 -2.579 -0.173 0.125
H -3.401 -2.497 -1.588 0.369
H -1.498 -2.321 -2.990 0.238
H 0.524 -1.631 -3.392 0.270
H 2.128 -0.576 -1.169 -0.324
H 2.419 -0.410 -2.892 0.425
H 2.741 -3.018 -1.295 0.265
H 4.063 -1.998 -1.873 0.390
H 3.041 -2.844 -3.031 0.371
```

***

Summary of E in a.u.
-14838.01520 -1520.39205 -1290.44561
(order as listed above)